P) Below is the molecule CH5NS, with properties calculated with ωB97M-V/def2-TZVPD.

## Properties
structure (SMILES) = CSN
HOMO-LUMO gap = 9.61 eV
total charge = 0
LUMO energy = 1.0 eV

Each line ends with the Löwdin charge.
CARTESIAN COORDINATES (ANGSTROEM)
C 0.520 0.566 1.000  -0.388
N -0.681 -0.770 -1.104  -0.350
S 0.729 0.252 -0.860  0.664
H 1.347 1.153 1.433  0.027
H 0.440 -0.467 1.436  0.033
H -0.443 1.099 1.036  0.014
H -1.404 -0.171 -1.398  -0.016
H -0.508 -1.662 -1.542  0.016

=====

Q) Below is a cluster of 2 separate species, CH5NS in total, with properties calculated with ωB97M-V/def2-TZVPD.

## Properties
HOMO-LUMO gap = 8.37 eV
total charge = 0
LUMO energy = -0.9 eV

Each line ends with the Löwdin charge.
CARTESIAN COORDINATES (ANGSTROEM)
C -0.199 1.040 0.095  -0.073
N 1.256 -1.430 -0.386  -0.540
S 2.399 -1.171 -1.217  0.714
H 0.095 1.408 -0.900  0.018
H -0.374 0.034 -0.204  -0.040
H -1.037 1.606 0.336  -0.009
H 0.619 0.996 0.829  0.028
H 1.887 -0.228 -2.255  -0.097

=====

The structure with the least stability is Q).

=====

P) Below is the molecule C6H8N2O4, with properties calculated with ωB97M-V/def2-TZVPD.

## Properties
structure (SMILES) = NOC(=O)CCc1c[nH]oc1=O
HOMO-LUMO gap = 9.21 eV
total charge = 0
LUMO energy = 0.5 eV

Each line ends with the Löwdin charge.
CARTESIAN COORDINATES (ANGSTROEM)
O -3.567 0.353 -1.061  0.097
O 0.812 -1.920 0.889  0.087
O 2.390 -0.265 1.443  -0.076
O -2.169 1.012 -2.750  0.087
C -2.453 0.536 -1.500  -0.462
C 1.108 -0.779 1.228  -0.433
C -0.187 0.692 -1.572  0.016
C -1.237 0.322 -0.743  -0.129
N 3.471 -1.209 1.392  0.055
N -0.758 1.082 -2.785  0.005
C -0.034 0.208 1.486  -0.108
C -1.323 -0.048 0.724  -0.136
H 0.865 0.760 -1.303  0.136
H 3.099 -2.134 1.643  0.089
H 3.942 -1.237 0.492  0.085
H -0.280 1.728 -3.428  0.164
H 0.351 1.226 1.259  0.129
H -0.264 0.180 2.574  0.138
H -1.664 -1.085 0.868  0.134
H -2.100 0.580 1.144  0.122

=====

Q) Below is a structure of composition C6H8N2O4, with properties calculated with ωB97M-V/def2-TZVPD.

## Properties
HOMO-LUMO gap = 9.40 eV
total charge = 0
LUMO energy = 0.1 eV

Each line ends with the Löwdin charge.
CARTESIAN COORDINATES (ANGSTROEM)
C 1.245 -0.887 -2.100  -0.300
C 1.131 -0.920 -3.807  -0.076
C -1.047 1.162 3.064  -0.388
C -2.184 0.297 2.494  0.013
C -1.880 -0.453 1.335  -0.044
C 0.313 0.811 1.089  -0.579
H 1.761 0.273 -0.957  0.087
H -0.048 -1.000 -4.442  0.130
H 1.540 0.361 -4.030  0.158
H 1.788 -2.082 -4.122  0.151
H 1.051 1.811 2.733  0.288
H -3.010 0.021 3.196  0.110
H -2.555 -1.307 1.166  0.125
H -0.264 -0.903 0.025  0.129
N 0.054 1.399 2.202  0.161
N -0.713 -0.031 0.628  0.092
O 0.534 -1.718 -1.087  -0.174
O 1.945 0.226 -1.952  0.043
O -0.953 1.814 4.125  0.014
O 1.290 1.127 0.439  0.059

=====

R) Below is a cluster of 3 separate species, C6H8N2O4 in total, with properties calculated with ωB97M-V/def2-TZVPD.

## Properties
structure (SMILES) = NOC1=CC/1=C/C=O.O=C=O.N
HOMO-LUMO gap = 8.73 eV
total charge = 0
LUMO energy = 0.3 eV

Each line ends with the Löwdin charge.
CARTESIAN COORDINATES (ANGSTROEM)
C 1.172 -1.017 1.202  -0.061
C 2.272 -1.623 0.692  -0.069
C 2.339 -1.814 -0.767  -0.286
C -4.104 0.423 0.212  -0.464
C 0.173 -0.395 2.004  0.061
C -0.220 -0.319 0.694  -0.236
N -0.761 -0.147 -1.488  0.127
N 0.511 2.319 -0.321  0.084
O -4.167 0.073 1.306  0.214
O 3.353 -2.153 -1.410  -0.037
O -4.016 0.619 -0.895  0.229
O -1.219 -0.091 -0.050  -0.035
H 3.168 -1.944 1.233  0.106
H 1.486 -1.416 -1.373  0.099
H -0.003 -0.003 2.953  0.082
H -0.521 0.819 -1.684  0.058
H -1.570 -0.555 -1.963  0.097
H 1.430 2.193 -0.593  0.007
H 0.431 1.785 0.550  0.022
H 0.245 3.247 -0.301  0.002

=====

The structure with the least stability is Q).

=====

P) Below is a structure of composition C2H4S3, with properties calculated with ωB97M-V/def2-TZVPD.

## Properties
HOMO-LUMO gap (spin up / spin down) = 8.43 / 8.43 eV
total charge = 0
LUMO energy (spin up / spin down) = -0.7 / -0.7 eV

Each line ends with the Löwdin charge.
CARTESIAN COORDINATES (ANGSTROEM)
C 0.324 -0.264 0.330  -0.738
C 0.260 0.528 -0.838  -1.052
S 1.940 -0.125 -0.400  0.829
S -0.987 -2.232 0.258  0.421
S -0.537 2.115 -0.762  0.720
H -0.082 0.040 1.277  0.041
H -0.071 0.193 -1.895  0.092
H -0.271 -2.511 1.385  -0.230
H -0.575 2.255 0.643  -0.083

=====

Q) Below is the molecule C2H4S3, with properties calculated with ωB97M-V/def2-TZVPD.

## Properties
structure (SMILES) = S=C(S)CS
HOMO-LUMO gap = 8.42 eV
total charge = 0
LUMO energy = -0.4 eV

Each line ends with the Löwdin charge.
CARTESIAN COORDINATES (ANGSTROEM)
C -0.242 -0.408 0.755  -0.641
C -0.376 0.170 -0.677  -1.243
H 2.136 -0.511 1.321  -0.141
H -0.299 0.322 1.507  0.040
H -0.945 -1.169 0.838  0.030
H -0.479 1.894 -2.008  -0.139
S 1.224 -1.447 1.010  0.695
S -0.924 1.861 -0.757  0.738
S -0.095 -0.712 -1.989  0.661

=====

The structure with the least stability is P).

=====

P) Below is a cluster of 9 separate species, C4H28N2O9 in total, with properties calculated with ωB97M-V/def2-TZVPD.

## Properties
structure (SMILES) = C[C@@H](O)CNCN.O.O.O.O.O.O.O.O
HOMO-LUMO gap = 9.20 eV
total charge = 0
LUMO energy = 0.1 eV

Each line ends with the Löwdin charge.
CARTESIAN COORDINATES (ANGSTROEM)
C 0.313 -0.637 -0.611  -0.127
C -1.205 -0.786 -0.865  -0.446
C -1.549 -0.367 -2.277  -0.036
O -1.601 -2.089 -0.523  -0.064
N 0.516 -0.956 0.916  0.004
C 1.870 -0.578 1.438  -0.295
N 2.103 0.801 1.820  0.028
H 0.705 -1.352 -1.378  0.088
H 0.609 0.404 -0.821  0.103
H -1.656 -0.051 -0.296  0.095
H -0.735 -0.290 -3.052  0.096
H -2.014 0.568 -2.465  0.064
H -2.302 -1.060 -2.673  0.090
H -1.263 -2.769 -1.141  0.109
H -0.280 -0.594 1.291  0.017
H 1.970 -1.259 2.335  0.122
H 2.620 -0.977 0.753  0.083
H 2.008 1.418 1.059  -0.009
H 1.329 1.091 2.461  0.089
H -3.220 -0.350 0.834  0.065
H -3.589 -1.818 0.545  0.045
O -4.033 -1.008 0.910  -0.116
H 1.985 -1.593 -1.922  0.019
H 3.298 -2.067 -1.461  0.050
O 2.723 -1.333 -1.385  -0.032
H 0.677 2.353 -1.701  -0.033
H 0.740 2.509 -3.233  0.045
O 0.341 2.873 -2.431  -0.064
H -1.850 1.749 1.950  -0.004
H -2.408 3.238 1.631  -0.117
O -2.286 2.560 2.055  0.087
H 2.935 1.506 -1.368  0.113
H 3.391 0.703 -0.360  -0.147
O 3.748 1.396 -0.699  -0.014
H 1.458 3.803 0.727  0.048
H -0.087 3.732 0.274  0.084
O 0.830 3.342 0.178  -0.067
H -0.180 -3.098 0.438  0.040
H 1.135 -3.540 -0.098  0.039
O 0.201 -3.839 -0.113  -0.095
H -2.181 -0.175 3.709  0.040
H -2.903 -1.051 2.754  0.057
O -2.163 -0.409 2.796  -0.053

=====

Q) Below is a cluster of 9 separate species, C4H28N2O9 in total, with properties calculated with ωB97M-V/def2-TZVPD.

## Properties
structure (SMILES) = C[C@@H](N)CNCO.O.O.O.O.O.O.O.O
HOMO-LUMO gap = 10.46 eV
total charge = 0
LUMO energy = 0.4 eV

Each line ends with the Löwdin charge.
CARTESIAN COORDINATES (ANGSTROEM)
C 0.411 0.247 0.045  -0.172
N 0.638 -1.171 -0.265  -0.057
C 0.585 -1.534 -1.679  -0.215
O -0.697 -2.051 -2.051  -0.071
C 0.027 0.448 1.507  -0.419
C 0.421 1.859 1.961  -0.051
N -1.400 0.157 1.702  0.042
H 1.319 0.809 -0.187  0.116
H -0.329 0.712 -0.619  0.120
H -0.039 -1.735 0.248  0.071
H 0.771 -0.681 -2.326  0.130
H 1.315 -2.338 -1.848  0.125
H -0.947 -2.743 -1.401  0.103
H 0.555 -0.268 2.147  0.131
H -0.031 2.097 2.928  0.078
H 1.499 1.975 2.055  0.061
H 0.078 2.608 1.243  0.085
H -1.687 0.294 2.668  0.088
H -1.965 0.818 1.174  0.071
H 2.155 -1.542 0.530  0.034
H 3.535 -2.234 0.899  0.086
O 2.806 -1.718 1.274  -0.089
H -1.704 3.045 -2.002  0.008
H -1.656 4.162 -3.103  0.053
O -1.098 3.609 -2.542  -0.082
H 1.353 2.752 -4.418  0.016
H 0.218 2.647 -3.351  -0.005
O 0.975 2.157 -3.772  -0.101
H 3.343 1.291 0.798  0.016
H 3.376 -0.044 1.606  -0.012
O 3.746 0.858 1.554  -0.077
H 1.608 -2.695 2.133  0.005
H 1.033 -3.183 3.512  0.068
O 0.944 -3.298 2.548  -0.079
H -2.685 -0.769 -0.327  0.045
H -2.076 -1.013 -1.707  0.026
O -2.870 -0.620 -1.280  -0.065
H -0.636 -3.295 1.630  0.010
H -1.721 -2.124 1.586  0.021
O -1.422 -2.949 1.147  -0.099
H -2.884 1.076 -1.361  0.011
H -3.887 2.322 -1.401  0.052
O -2.979 2.063 -1.254  -0.081

=====

The structure with the least stability is P).